Version a
Computed, not measured: one molecule with the formula C5H14N2, with ωB97M-V/def2-TZVPD.

Geometry (Å):
C  1.63  0.51  -0.58
N  0.93  0.35  0.62
C  1.67  1.04  1.68
C  0.41  -1.02  0.77
C  -0.82  -1.14  -0.20
N  -1.57  0.17  -0.19
C  -2.67  -0.01  -1.22
H  0.94  0.40  -1.46
H  1.94  1.52  -0.83
H  2.49  -0.21  -0.76
H  2.32  0.44  2.20
H  0.91  1.26  2.46
H  2.04  1.94  1.21
H  0.07  -1.11  1.76
H  1.24  -1.77  0.67
H  -0.38  -1.28  -1.14
H  -1.52  -2.06  0.23
H  -0.94  1.00  -0.45
H  -2.19  0.20  -2.29
H  -3.50  0.76  -1.20
H  -3.00  -0.97  -1.27

The HOMO energy is -8.33 eV. As for the charge: 0.

Version b
Computed, not measured: a 2-piece molecular cluster, C5H14N2 overall, with ωB97M-V/def2-TZVPD.

Geometry (Å):
C  -2.22  1.77  2.77
C  -0.94  0.30  -0.76
C  0.14  -0.35  0.06
C  1.48  -0.31  -0.65
N  1.30  -1.02  -1.85
C  2.45  -1.62  -2.46
N  -1.76  0.62  2.05
H  -1.52  1.35  3.54
H  -1.97  2.73  2.28
H  -1.27  -0.48  -1.49
H  -0.68  1.22  -1.26
H  -0.05  -1.41  0.24
H  0.28  0.15  1.04
H  2.32  -0.59  0.01
H  1.70  0.78  -0.80
H  -1.77  0.52  -0.06
H  2.03  -2.39  -3.17
H  3.19  -2.04  -1.75
H  2.94  -0.93  -3.16
H  -3.23  1.85  3.18
H  -2.42  -0.14  2.24

The HOMO energy is -5.86 eV. As for the charge: 0.

Version c
Computed, not measured: one molecule with the formula C5H14N2, with ωB97M-V/def2-TZVPD.

Geometry (Å):
C  -0.21  0.70  1.08
N  -1.62  1.05  1.11
C  -1.96  2.45  0.85
C  0.01  -0.70  0.50
C  0.23  -0.73  -1.01
C  1.62  -1.17  -1.44
N  2.12  -2.42  -0.87
H  0.17  0.75  2.10
H  0.35  1.42  0.47
H  -2.18  0.45  0.53
H  -2.37  2.91  1.75
H  -2.69  2.54  0.03
H  -1.11  3.05  0.51
H  -0.83  -1.33  0.80
H  0.89  -1.12  1.01
H  0.09  0.27  -1.45
H  -0.55  -1.27  -1.56
H  1.63  -1.30  -2.53
H  2.31  -0.32  -1.28
H  2.74  -2.25  -0.09
H  1.36  -2.99  -0.52

The HOMO energy is -8.61 eV. As for the charge: 0.

Version d
Computed, not measured: a 2-piece molecular cluster, C5H14N2 overall, with ωB97M-V/def2-TZVPD.

Geometry (Å):
C  2.02  2.21  -0.84
C  0.53  1.93  -0.56
N  0.22  0.55  -0.90
C  -1.01  0.15  -0.48
C  -1.09  -1.40  -0.57
N  0.03  -2.02  0.12
C  -0.19  -2.25  1.55
H  2.30  3.21  -0.54
H  2.21  1.89  -1.86
H  2.49  1.44  -0.22
H  -0.12  2.60  -1.14
H  0.32  2.19  0.49
H  -0.96  0.56  0.66
H  -1.86  0.57  -1.03
H  -1.85  -0.08  1.15
H  -2.01  -1.78  -0.11
H  -1.07  -1.64  -1.64
H  0.78  -1.35  0.02
H  0.27  -3.13  1.98
H  0.23  -1.40  2.10
H  -1.25  -2.23  1.81

The HOMO energy is -8.32 eV. As for the charge: 0.

Most stable to least stable: version c, version a, version d, version b